1.
A molecular structure, C27H38N8PdSSb2 in a non-equilibrium geometry. Source: the OMol25 dataset; level of theory: ωB97M-V/def2-TZVPD.

```
77
C27H38N8PdSSb2 ωB97M-V/def2-TZVPD
Pd -0.155 0.457 -1.165
C 3.894 -0.683 -0.720
Sb 2.078 0.106 0.061
C 2.664 1.991 0.821
C 1.817 -1.114 1.836
C 1.894 -0.241 3.025
C 3.104 0.004 3.641
C 3.173 0.844 4.701
C 2.002 1.488 5.175
C 0.790 1.252 4.580
C 0.696 0.387 3.531
C -0.631 0.029 2.974
Sb -1.279 0.924 1.112
C -1.266 2.992 1.570
C -3.328 0.381 1.202
H 4.612 -0.450 0.069
H 4.202 -0.195 -1.640
H 3.811 -1.757 -0.870
H 3.443 1.829 1.564
H 1.821 2.517 1.264
H 3.066 2.585 0.001
H 2.611 -1.859 1.785
H 0.854 -1.604 1.711
H 4.000 -0.502 3.296
H 4.123 1.017 5.188
H 2.058 2.154 6.025
H -0.100 1.725 4.976
H -1.438 0.363 3.630
H -0.737 -1.032 2.802
H -1.986 3.135 2.376
H -1.572 3.574 0.703
H -0.277 3.311 1.892
H -3.611 0.452 2.253
H -3.466 -0.632 0.838
H -3.942 1.078 0.642
N -3.712 1.178 -3.559
C -3.248 1.182 -2.313
N -1.955 0.878 -2.337
C -1.704 0.687 -3.681
N -2.757 0.868 -4.430
C -0.376 0.318 -4.162
C -0.092 0.143 -5.520
N 1.111 -0.196 -5.931
C 2.049 -0.367 -5.024
C 1.792 -0.204 -3.661
N 0.582 0.143 -3.225
H -4.651 1.376 -3.887
H -3.855 1.417 -1.458
H -0.869 0.282 -6.264
H 3.039 -0.645 -5.369
H 2.574 -0.363 -2.935
C -1.074 -6.618 -0.084
C -1.303 -5.238 0.393
C -1.898 -4.886 1.587
C -2.052 -3.537 1.904
N -1.643 -2.550 1.056
C -1.098 -2.907 -0.081
S -0.692 -1.841 -1.407
N -0.904 -4.211 -0.402
C -2.708 -3.137 3.174
H -1.459 -7.341 0.630
H -0.005 -6.800 -0.224
H -1.573 -6.776 -1.044
H -2.243 -5.656 2.261
H -0.479 -4.434 -1.298
H -3.003 -3.997 3.768
H -3.597 -2.542 2.951
H -2.037 -2.518 3.768
C 0.553 5.397 -3.524
C 1.092 4.973 -2.149
C 0.688 3.641 -1.792
N 0.373 2.571 -1.515
H 0.886 6.413 -3.725
H -0.535 5.386 -3.544
H 0.933 4.752 -4.314
H 0.743 5.642 -1.357
H 2.186 4.991 -2.125
```

**Gap between HOMO and LUMO (alpha / beta)**: 0.18159 / 0.18161 Eh
**Charge**: +4
**Calculated total energy**: -2494.83731 hartree


2.
A molecular structure, C27H39BBaN8O2S3 in a non-equilibrium geometry. Source: the OMol25 dataset; level of theory: ωB97M-V/def2-TZVPD.

```
81
C27H39BBaN8O2S3 ωB97M-V/def2-TZVPD
Ba -0.575 -2.001 -0.050
C 1.055 -2.001 4.433
C 1.526 -0.581 4.747
C 2.769 -0.680 5.627
C 0.475 0.236 5.490
N 1.905 0.107 3.474
C 3.186 0.549 3.199
C 3.158 1.089 1.969
N 1.878 0.976 1.473
B 1.728 1.472 -0.008
N 2.655 0.658 -0.956
C 3.161 1.322 -2.050
C 3.879 0.449 -2.775
N 3.832 -0.766 -2.110
C 3.049 -0.629 -1.013
S 2.604 -1.863 0.106
C 4.487 -1.980 -2.699
C 5.859 -1.575 -3.244
C 4.715 -3.095 -1.685
C 3.577 -2.472 -3.822
N 0.265 1.659 -0.522
C -0.405 2.729 0.028
C -1.531 2.923 -0.675
N -1.564 1.965 -1.674
C -0.457 1.182 -1.559
S -0.028 -0.182 -2.528
C -2.681 2.009 -2.682
C -2.653 0.907 -3.731
C -2.579 3.359 -3.394
C -3.994 1.895 -1.917
C 1.109 0.380 2.406
S -0.587 0.068 2.272
H 0.895 -2.535 5.371
H 1.822 -2.529 3.865
H 0.130 -1.995 3.866
H 2.473 -1.189 6.544
H 3.164 0.297 5.906
H 3.561 -1.268 5.165
H 0.245 -0.268 6.430
H -0.438 0.340 4.914
H 0.864 1.227 5.724
H 3.995 0.438 3.892
H 3.941 1.534 1.386
H 2.194 2.589 -0.023
H 2.957 2.363 -2.211
H 4.413 0.579 -3.692
H 6.472 -1.124 -2.465
H 5.812 -0.891 -4.088
H 6.359 -2.476 -3.596
H 5.266 -2.752 -0.811
H 5.314 -3.846 -2.204
H 3.795 -3.547 -1.337
H 3.426 -1.702 -4.579
H 2.603 -2.749 -3.421
H 4.018 -3.345 -4.306
H -0.010 3.258 0.875
H -2.305 3.654 -0.557
H -1.752 0.918 -4.336
H -3.512 1.113 -4.375
H -2.756 -0.086 -3.304
H -1.638 3.438 -3.938
H -2.654 4.200 -2.705
H -3.396 3.440 -4.111
H -4.029 0.959 -1.369
H -4.816 1.916 -2.632
H -4.145 2.717 -1.219
O -2.518 -3.358 0.472
N -3.681 -2.893 0.683
N -3.739 -1.658 0.393
O -2.709 -0.989 -0.070
C -4.981 -0.967 0.610
C -6.178 -1.552 0.257
C -7.349 -0.844 0.503
C -7.295 0.413 1.089
C -6.073 0.976 1.435
C -4.895 0.285 1.195
H -6.194 -2.532 -0.196
H -8.301 -1.276 0.232
H -8.211 0.958 1.276
H -6.037 1.952 1.898
H -3.925 0.698 1.436
```

**Gap between HOMO and LUMO**: 0.28466 Eh
**Calculated total energy**: -2885.84824 hartree


3.
A molecular structure, C27H39ClNO9S2. Source: the OMol25 dataset; level of theory: ωB97M-V/def2-TZVPD.

```
79
C27H39ClNO9S2 ωB97M-V/def2-TZVPD
C 3.358 -4.498 0.251
O 4.386 -4.352 -0.718
C 3.942 -3.652 -1.862
C 5.134 -3.372 -2.757
C 4.784 -2.889 -4.183
C 3.487 -2.090 -4.305
C 3.618 -0.682 -3.728
C 2.333 0.147 -3.884
C 2.109 1.155 -2.753
C 1.932 0.504 -1.381
C 0.579 -0.200 -1.215
C -0.517 0.753 -0.716
C -1.903 0.366 -1.208
S -3.151 1.582 -0.734
O -2.663 2.212 0.475
O -3.323 2.425 -1.895
N -4.428 0.711 -0.349
S -5.421 0.212 -1.491
O -4.754 -0.596 -2.499
O -6.335 1.215 -1.986
C -6.424 -0.919 -0.511
C -6.862 -2.122 -1.338
C -7.929 -2.937 -0.621
Cl -9.595 -2.378 -1.013
H 3.269 -3.590 0.850
H 2.390 -4.675 -0.230
H 3.604 -5.357 0.872
H 3.196 -4.250 -2.403
H 3.458 -2.715 -1.554
H 5.800 -2.654 -2.275
H 5.701 -4.304 -2.816
H 4.787 -3.734 -4.874
H 5.587 -2.221 -4.508
H 3.204 -2.007 -5.359
H 2.654 -2.601 -3.814
H 3.890 -0.751 -2.674
H 4.438 -0.183 -4.253
H 1.476 -0.528 -3.939
H 2.385 0.688 -4.831
H 1.210 1.741 -2.974
H 2.935 1.872 -2.731
H 2.037 1.256 -0.594
H 2.734 -0.220 -1.216
H 0.280 -0.657 -2.161
H 0.700 -1.007 -0.493
H -0.302 1.782 -1.014
H -0.524 0.739 0.374
H -2.218 -0.610 -0.843
H -1.926 0.341 -2.298
H -5.861 -1.221 0.369
H -7.304 -0.357 -0.201
H -6.006 -2.759 -1.560
H -7.255 -1.774 -2.293
H -7.844 -2.851 0.460
H -7.898 -3.987 -0.895
C -1.173 -0.665 3.676
C -0.444 -1.586 3.053
C 0.867 -1.248 2.442
O 1.524 -2.088 1.859
C 1.332 0.156 2.547
C 0.606 1.079 3.171
C -0.698 0.736 3.791
O -1.351 1.573 4.381
H -2.138 -0.881 4.117
H -0.768 -2.614 2.946
H 2.286 0.378 2.085
H 0.929 2.108 3.267
C -0.570 5.333 5.821
C 0.153 4.417 5.183
C 1.453 4.770 4.560
O 2.122 3.939 3.977
C 1.917 6.176 4.671
C 1.192 7.089 5.310
C -0.109 6.738 5.939
O -0.760 7.574 6.529
H -1.523 5.103 6.281
H -0.171 3.387 5.082
H 2.867 6.404 4.204
H 1.504 8.121 5.407
```

**Gap between HOMO and LUMO**: 0.21251 Eh
**Charge**: -1
**Calculated total energy**: -3040.69063 hartree


4.
A single C27H39N3O4 molecule. Source: the OMol25 dataset; level of theory: ωB97M-V/def2-TZVPD.

```
73
C27H39N3O4 ωB97M-V/def2-TZVPD
C -4.903 8.058 4.011
H -5.787 7.443 4.157
H -5.227 9.079 3.822
H -4.314 8.037 4.924
C -4.056 7.559 2.843
N -3.446 6.272 3.142
C -4.379 5.179 2.945
C -3.871 3.842 3.483
H -4.719 3.215 3.777
H -3.218 3.993 4.348
O -3.165 3.134 2.467
C -1.960 2.629 2.766
O -1.451 2.707 3.860
C -1.323 1.977 1.601
C -1.964 1.857 0.371
C -1.334 1.247 -0.694
C -0.042 0.744 -0.542
C 0.604 0.865 0.691
C -0.031 1.473 1.750
H 0.455 1.572 2.708
H 1.605 0.473 0.802
N 0.659 0.122 -1.570
C 0.226 -0.228 -2.806
O -0.873 -0.020 -3.267
C 1.332 -0.969 -3.594
N 1.576 -2.272 -2.996
C 2.376 -2.456 -1.928
O 2.899 -1.511 -1.355
C 2.573 -3.903 -1.491
C 3.539 -3.934 -0.302
C 3.747 -5.371 0.166
C 4.331 -6.201 -0.976
C 3.365 -6.180 -2.159
C 2.022 -6.771 -1.733
C 1.442 -5.944 -0.586
C 2.407 -5.965 0.598
H 1.992 -5.386 1.426
H 2.547 -6.991 0.944
C 1.229 -4.503 -1.052
H 0.511 -4.493 -1.877
H 0.810 -3.906 -0.239
H 0.478 -6.367 -0.281
H 2.159 -7.805 -1.410
H 1.330 -6.776 -2.579
C 3.162 -4.741 -2.634
H 2.497 -4.738 -3.501
H 4.117 -4.312 -2.944
H 3.781 -6.772 -2.982
H 5.298 -5.791 -1.277
H 4.491 -7.230 -0.646
H 4.440 -5.377 1.015
H 3.134 -3.326 0.509
H 4.491 -3.489 -0.599
H 1.091 -3.052 -3.408
C 0.939 -1.133 -5.053
H -0.022 -1.639 -5.124
H 1.693 -1.702 -5.591
H 0.836 -0.156 -5.516
H 2.261 -0.392 -3.503
H 1.602 -0.191 -1.323
H -1.832 1.152 -1.644
H -2.965 2.242 0.254
H -5.288 5.432 3.494
H -4.655 5.041 1.884
C -2.138 6.087 2.538
C -2.110 5.942 1.012
H -2.630 5.040 0.699
H -2.575 6.802 0.533
H -1.079 5.872 0.673
H -1.676 5.209 2.992
H -1.532 6.950 2.828
H -3.253 8.279 2.671
H -4.675 7.520 1.931
```

**Gap between HOMO and LUMO**: 0.32001 Eh
**Calculated total energy**: -1517.57342 hartree


Which energy relative to the best compared isomer or geometry (same formula, charge and spin) belongs to each record? In order, 101.4; 2.8; 0.0; 0.0 kJ/mol.